{
  "formula": "C22H47FN11O19",
  "method": "ωB97M-V/def2-TZVPD",
  "symbols": ["C", "C", "C", "N", "C", "N", "C", "C", "C", "C", "C", "C", "C", "C", "C", "O", "F", "H", "H", "H", "H", "H", "H", "H", "H", "H", "H", "H", "H", "H", "H", "H", "H", "H", "H", "H", "H", "C", "N", "O", "O", "H", "H", "H", "C", "N", "O", "O", "H", "H", "H", "C", "N", "O", "O", "H", "H", "H", "C", "N", "O", "O", "H", "H", "H", "C", "N", "O", "O", "H", "H", "H", "C", "N", "O", "O", "H", "H", "H", "C", "N", "O", "O", "H", "H", "H", "C", "N", "O", "O", "H", "H", "H", "C", "N", "O", "O", "H", "H", "H"],
  "coordinates": [[-1.427, 1.837, 2.205], [-1.030, 2.407, 0.951], [-0.070, 1.743, -0.140], [0.587, 0.476, 0.290], [0.307, -0.763, -0.417], [1.092, -1.873, 0.148], [1.890, -1.326, 1.239], [2.906, -2.247, 2.067], [4.387, -2.239, 1.434], [5.044, -0.776, 1.280], [5.979, -0.328, 2.508], [5.372, -0.627, 3.970], [1.565, 0.183, 1.326], [2.193, 1.234, 2.341], [3.106, 2.349, 1.657], [3.215, 2.510, 0.419], [3.892, 3.214, 2.475], [-1.151, 2.417, 3.166], [-2.055, 0.875, 2.327], [-1.485, 3.436, 0.677], [-0.699, 1.479, -1.079], [0.744, 2.485, -0.474], [-0.414, -0.904, -1.304], [1.066, -2.842, -0.220], [2.514, -3.332, 1.946], [2.870, -2.037, 3.193], [5.134, -2.924, 1.958], [4.277, -2.654, 0.356], [5.734, -0.831, 0.350], [4.264, 0.040, 1.017], [6.080, 0.825, 2.430], [7.041, -0.753, 2.461], [4.228, -0.597, 4.025], [5.790, -1.598, 4.443], [5.739, 0.232, 4.656], [2.837, 0.660, 3.097], [1.375, 1.762, 2.967], [-0.801, -3.091, -3.892], [0.013, -3.318, -2.668], [1.215, -3.456, -2.815], [-0.584, -3.351, -1.597], [-0.142, -3.088, -4.752], [-1.524, -3.904, -3.962], [-1.298, -2.127, -3.782], [-2.761, 2.121, 6.881], [-1.938, 2.359, 5.666], [-1.892, 3.497, 5.232], [-1.362, 1.389, 5.185], [-3.210, 3.062, 7.195], [-3.531, 1.396, 6.619], [-2.099, 1.733, 7.655], [-3.514, -2.682, 0.361], [-4.543, -2.947, -0.678], [-4.179, -3.519, -1.695], [-5.678, -2.573, -0.437], [-2.557, -3.066, 0.013], [-3.466, -1.603, 0.508], [-3.826, -3.191, 1.272], [-7.009, 3.079, 7.415], [-5.601, 3.401, 7.765], [-5.008, 4.194, 7.038], [-5.137, 2.848, 8.756], [-7.285, 3.637, 6.522], [-7.066, 2.006, 7.234], [-7.632, 3.371, 8.260], [-0.580, -2.073, -8.566], [-0.169, -2.291, -7.155], [-0.549, -3.318, -6.609], [0.521, -1.426, -6.639], [-1.186, -2.917, -8.891], [-1.157, -1.148, -8.601], [0.327, -1.996, -9.165], [1.615, 1.550, -8.673], [0.592, 1.284, -9.719], [0.962, 0.709, -10.729], [-0.546, 1.662, -9.486], [2.573, 1.162, -9.013], [1.664, 2.629, -8.529], [1.294, 1.044, -7.763], [3.135, -3.998, -5.812], [3.812, -4.287, -7.103], [4.797, -5.004, -7.071], [3.328, -3.780, -8.104], [3.668, -4.509, -5.012], [3.158, -2.919, -5.664], [2.112, -4.366, -5.890], [-0.398, 6.986, -0.698], [-1.557, 6.059, -0.618], [-1.416, 4.939, -1.093], [-2.566, 6.483, -0.085], [0.426, 6.477, -1.195], [-0.714, 7.858, -1.270], [-0.125, 7.259, 0.321], [-2.808, -1.295, 4.777], [-4.062, -1.527, 5.541], [-4.584, -2.624, 5.440], [-4.478, -0.598, 6.216], [-2.560, -2.201, 4.226], [-2.988, -0.465, 4.094], [-2.025, -1.053, 5.493]],
  "total_charge": 1,
  "e_lumo_ha": -0.1193,
  "max_force_ev_per_a": 6.00
}